Entry 1:
DFT (ωB97M-V with the def2-TZVPD basis set) results for a structure of composition C31H32CdN3O2S2 in a non-equilibrium geometry.

```
71
Properties=species:S:1:pos:R:3:forces:R:3:lowdin_charge:R:1
Cd 0.114 -1.673 -1.519 0.0512 -0.2180 0.0196 1.126
C 3.570 -2.997 -0.520 -0.1425 -0.0580 -0.0461 -0.116
N 2.259 -3.437 -0.017 0.5614 1.6829 -0.7233 -0.196
C 1.734 -2.833 1.212 0.1757 -0.5605 -0.4302 -0.179
C 2.139 -1.364 1.400 0.0458 -0.2648 0.1891 -0.172
N 1.260 -0.436 0.666 -0.1335 -0.1153 -0.2556 -0.204
C 0.054 -0.102 1.446 0.0426 -0.4865 -0.4330 -0.079
C 1.971 0.696 0.125 0.1952 0.4668 -0.7679 -0.265
C 2.322 1.780 0.945 0.0162 -0.6177 0.1807 -0.043
C 3.104 2.827 0.474 -0.0553 0.1772 0.3472 -0.122
C 3.463 2.862 -0.859 0.2638 -0.3833 -0.5726 -0.118
C 3.119 1.813 -1.702 -0.0482 0.0690 0.2379 -0.156
C 2.379 0.704 -1.253 0.1486 0.2573 0.6696 -0.636
S 2.161 -0.562 -2.445 -0.6148 -0.1155 0.1191 0.485
C 1.895 -4.738 -0.317 -0.4186 -1.9177 -0.4651 -0.300
C 2.841 -5.784 -0.154 0.4139 1.4102 0.6095 -0.055
C 2.561 -7.105 -0.404 -0.1168 -1.0641 -0.3626 -0.133
C 1.300 -7.453 -0.903 -0.3222 0.6876 -0.1010 -0.113
C 0.365 -6.432 -1.115 0.2121 -0.6666 0.2103 -0.166
C 0.615 -5.083 -0.843 0.5981 0.0696 0.5352 -0.660
S -0.743 -4.005 -1.108 0.0856 0.6695 0.0542 0.448
H 4.369 -3.047 0.235 0.0188 -0.0487 -0.0039 0.080
H 3.505 -1.982 -0.936 0.0216 -0.2081 0.3994 -0.008
H 3.870 -3.605 -1.388 -0.2577 -0.0153 0.4582 0.097
H 2.072 -3.416 2.074 0.3318 0.0002 0.2959 0.114
H 0.644 -2.999 1.191 0.1821 0.4392 0.0373 0.081
H 3.207 -1.207 1.112 -0.9721 -0.0869 0.1407 0.124
H 2.072 -1.158 2.489 0.0675 0.0800 -0.3057 0.119
H 0.290 0.471 2.342 0.0204 0.2132 0.2190 0.068
H -0.434 -1.042 1.760 0.1824 0.3632 -0.1881 0.095
H -0.645 0.441 0.803 0.1995 -0.0483 0.2419 0.064
H 2.032 1.748 2.006 0.1231 0.0610 -0.5038 0.110
H 3.484 3.580 1.158 -0.2885 0.0445 -0.0428 0.092
H 4.068 3.659 -1.282 -0.0552 0.0437 0.2553 0.094
H 3.467 1.809 -2.736 -0.2156 0.0498 0.2555 0.085
H 3.835 -5.464 0.231 -0.7651 -0.4815 -0.2883 0.113
H 3.305 -7.897 -0.229 -0.2588 0.5141 -0.0865 0.094
H 1.035 -8.483 -1.158 0.1722 0.3326 0.1969 0.091
H -0.639 -6.655 -1.466 0.1924 -0.1706 -0.1173 0.077
C -0.812 3.361 4.029 0.2686 0.4417 0.4590 -0.065
C -1.110 3.432 2.563 -0.4920 -0.2945 -0.7423 -0.258
C -0.354 4.309 1.782 -0.1956 -0.4638 -0.0783 -0.081
C -0.573 4.361 0.417 -0.2427 0.5828 -0.4823 -0.092
C -1.574 3.614 -0.199 0.1568 -0.4102 -0.0526 -0.016
C -2.302 2.667 0.543 0.6153 0.4456 1.0898 -0.205
N -3.148 1.724 -0.047 -0.8299 0.4580 -0.7034 0.070
C -3.544 1.857 -1.412 0.1640 -0.8001 -0.3618 -0.175
C -4.376 2.945 -1.764 0.3173 0.1231 0.9710 -0.049
C -4.763 3.169 -3.063 0.0894 -0.4600 -0.3874 -0.096
C -4.362 2.264 -4.057 -0.3894 0.5587 -0.1699 -0.104
C -3.524 1.220 -3.761 0.2589 -0.9537 0.8777 -0.027
C -3.138 0.927 -2.426 -0.3074 1.8190 -0.0910 -0.051
C -2.125 -0.141 -2.178 1.3864 -1.2282 0.9776 -0.599
O -1.895 -0.493 -0.943 -0.2322 0.4333 -1.4967 -0.178
O -1.460 -0.633 -3.130 -0.8996 0.6074 0.7585 -0.107
C -2.103 2.624 1.962 0.3082 0.3534 -0.2637 -0.176
C -2.953 1.740 2.840 -0.6071 -0.5868 -0.0572 -0.052
H 0.050 4.025 4.185 -0.2257 -0.1880 0.2906 0.069
H -0.512 2.362 4.380 -0.2762 0.1766 -0.1700 0.078
H -1.638 3.734 4.663 0.2667 -0.3032 -0.2695 0.085
H 0.412 4.923 2.246 -0.0179 -0.1129 -0.0912 0.100
H 0.038 5.025 -0.203 -0.2382 -0.2129 0.2142 0.104
H -1.734 3.698 -1.280 0.1499 -0.1266 0.4552 0.115
H -2.951 0.770 0.222 0.2333 -0.0924 -0.2836 0.105
H -4.711 3.629 -0.964 0.3443 -0.4452 -0.4497 0.123
H -5.362 4.042 -3.309 -0.0398 -0.2232 0.0223 0.098
H -4.736 2.371 -5.071 0.2144 0.1861 0.0175 0.094
H -3.134 0.572 -4.547 -0.1782 0.0914 0.2655 0.116
H -3.643 1.131 2.232 0.2658 0.2999 0.2468 0.072
H -3.602 2.321 3.531 0.5108 -0.1688 -0.2982 0.087
H -2.378 1.019 3.448 -0.0350 0.3894 -0.1754 0.079
```
Forces are in eV/Å.

Computed properties:
- HOMO-LUMO gap (eV) = 7.179
- E (a.u.) = -2479.5136
- HOMO energy (eV) = -4.517
- ΔE to the lowest compared entry with this formula, charge and spin (kcal/mol) = 0.00
- 2S+1 = 1
- net charge = -1
- LUMO level (eV) = 2.662

Entry 2:
DFT (ωB97M-V with the def2-TZVPD basis set) results for a structure of composition C31H32Cl3EuI2N2O2PS2Si in a non-equilibrium geometry.

```
77
Properties=species:S:1:pos:R:3:forces:R:3:lowdin_charge:R:1
Eu -0.288 1.403 0.316 1.3116 -0.2307 -2.1055 0.883
C -0.066 3.061 -2.553 0.0806 -0.1550 0.0756 -0.145
N 0.860 2.060 -1.999 0.5068 0.2693 -0.4000 -0.240
C 0.948 0.939 -2.956 0.0047 -0.2221 0.1595 -0.171
C 1.633 -0.295 -2.388 -0.0680 0.2566 0.0201 -0.189
N 0.773 -1.029 -1.450 0.2308 -0.4644 -0.2382 -0.173
C 1.593 -1.958 -0.665 0.0321 -0.0130 -0.0193 -0.116
C -0.245 -1.759 -2.175 -0.2095 0.0587 -0.0120 -0.294
C 0.086 -2.866 -2.952 0.0328 -0.0253 -0.0249 -0.053
C -0.875 -3.576 -3.653 0.0296 -0.1109 -0.0557 -0.124
C -2.204 -3.179 -3.572 -0.0766 0.0318 0.0049 -0.127
C -2.549 -2.082 -2.805 0.1326 -0.1091 -0.0591 -0.142
C -1.583 -1.343 -2.100 -0.0224 0.1788 0.0858 -0.630
S -2.103 0.064 -1.207 -0.8950 -0.6242 -0.7454 0.458
C 2.184 2.612 -1.747 0.1576 0.0452 0.0675 -0.288
C 2.724 3.521 -2.654 -0.0146 0.0190 -0.0850 -0.056
C 3.984 4.067 -2.489 0.0488 0.0662 -0.0692 -0.118
C 4.743 3.687 -1.390 -0.0047 -0.0546 0.0414 -0.118
C 4.225 2.788 -0.480 -0.0187 0.0967 -0.1316 -0.142
C 2.940 2.233 -0.616 -0.0187 -0.0206 0.0596 -0.638
S 2.417 1.115 0.624 0.8084 -0.1529 0.1628 0.478
H 0.090 3.212 -3.630 -0.0436 0.0325 -0.0117 0.083
H 0.062 4.013 -2.038 -0.0405 -0.0213 0.0538 0.036
H -1.080 2.685 -2.413 -0.0713 -0.0008 -0.0486 -0.006
H 1.497 1.271 -3.851 -0.0230 0.0096 -0.0207 0.123
H -0.068 0.674 -3.259 -0.0245 0.0632 0.0194 0.107
H 2.541 -0.001 -1.862 -0.0155 -0.0071 0.0701 0.089
H 1.933 -0.944 -3.227 0.0029 -0.0087 -0.0015 0.117
H 2.249 -2.577 -1.299 0.0083 0.0098 0.0120 0.077
H 0.948 -2.625 -0.097 -0.0158 -0.0035 -0.0068 0.066
H 2.216 -1.384 0.018 0.0195 0.0424 -0.0018 0.013
H 1.121 -3.185 -3.012 -0.0083 0.0325 0.0075 0.099
H -0.590 -4.430 -4.257 0.0124 -0.0007 0.0260 0.082
H -2.970 -3.720 -4.118 0.0041 -0.0108 0.0223 0.086
H -3.579 -1.754 -2.734 -0.0041 0.0022 -0.0170 0.087
H 2.138 3.821 -3.515 -0.0125 -0.0134 0.0269 0.101
H 4.362 4.789 -3.202 -0.0127 -0.0136 -0.0042 0.084
H 5.736 4.097 -1.238 -0.0163 0.0201 0.0042 0.088
H 4.801 2.492 0.387 -0.0146 0.0196 0.0238 0.083
O -3.718 1.484 1.941 0.0671 -0.1801 0.1212 -0.181
C -2.649 0.877 2.063 -0.5846 0.0483 0.4350 -0.808
O -1.489 1.405 2.134 -1.3587 0.2990 1.6052 -0.340
C -2.620 -0.652 2.105 0.2569 0.0784 0.0170 -0.247
P -0.818 -1.013 1.904 -0.2019 -0.8566 0.5487 1.026
C -0.859 -2.847 1.770 0.1407 0.0072 0.0067 -0.364
C -0.004 -3.674 2.500 -0.0976 -0.0006 -0.0833 -0.103
C 0.029 -5.041 2.263 0.0435 -0.0092 0.0411 -0.105
C -0.776 -5.601 1.282 -0.0016 -0.0693 -0.0243 -0.116
C -1.608 -4.784 0.528 -0.0071 0.0019 0.0046 -0.088
C -1.646 -3.419 0.767 -0.0269 -0.0101 -0.0056 -0.096
C -0.266 -0.791 3.646 0.0228 -0.1381 -0.0378 -0.355
C -0.886 -1.434 4.717 0.0711 0.0594 0.0297 -0.109
C -0.480 -1.185 6.019 -0.0480 -0.0507 0.0271 -0.104
C 0.551 -0.287 6.263 0.0440 0.0147 0.0151 -0.109
C 1.187 0.341 5.203 0.0472 0.0151 0.0545 -0.076
C 0.784 0.087 3.899 -0.0398 -0.0666 -0.0280 -0.083
H -3.209 -1.041 1.278 0.0340 0.0009 -0.0483 0.059
H -3.029 -1.034 3.042 0.0075 0.0678 0.0303 0.084
H 0.645 -3.238 3.248 -0.0079 -0.0387 0.0476 0.100
H 0.691 -5.671 2.847 0.0041 0.0019 -0.0202 0.092
H -0.745 -6.668 1.093 0.0012 0.0077 0.0055 0.088
H -2.223 -5.207 -0.258 0.0129 0.0196 -0.0163 0.098
H -2.267 -2.783 0.146 -0.0149 -0.0087 0.0102 0.087
H -1.688 -2.138 4.530 -0.0156 0.0066 0.0009 0.102
H -0.970 -1.688 6.845 -0.0084 0.0175 -0.0064 0.091
H 0.856 -0.073 7.281 0.0065 -0.0226 -0.0036 0.090
H 1.994 1.039 5.391 -0.0153 0.0201 -0.0458 0.103
H 1.282 0.584 3.072 -0.0028 0.0596 0.0390 0.041
I -3.807 2.751 -3.898 -0.0021 0.0413 0.0356 0.613
C -3.535 4.032 -2.202 0.1194 -0.3062 0.4280 -1.117
I -3.459 3.011 -0.291 -0.4716 0.7020 -0.5795 0.943
H -4.389 4.697 -2.205 0.0148 0.0153 0.0654 -0.063
H -2.614 4.579 -2.365 0.0043 -0.0287 0.0154 -0.052
Cl -1.388 5.087 2.294 -0.1747 0.2125 0.2068 0.005
Si 0.113 4.198 1.063 0.2180 0.8603 0.0918 -0.585
Cl 0.653 5.970 -0.096 -0.0034 0.1103 -0.1477 -0.012
Cl 1.754 4.236 2.439 0.1745 0.1277 0.2794 0.016
```
Forces are in eV/Å.

Computed properties:
- HOMO-LUMO gap (alpha / beta) (eV) = 4.625 / 5.872
- E (a.u.) = -5574.3263
- HOMO energy (alpha / beta) (eV) = -0.871 / -2.118
- ΔE to the lowest compared entry with this formula, charge and spin (kcal/mol) = 11.18
- 2S+1 = 8
- expectation value of S² = 15.761
- net charge = -2
- LUMO level (alpha / beta) (eV) = 3.754 / 3.754

Entry 3:
DFT (ωB97M-V with the def2-TZVPD basis set) results for a structure of composition C31H32CuN3Si.

```
68
Properties=species:S:1:pos:R:3:forces:R:3:nbo_charge:R:1
Cu 0.680 -0.358 -0.541 -0.0659 0.1603 0.0552 1.093
N -2.653 -0.911 0.326 -0.0665 -0.0834 -0.0045 -0.833
C -2.344 -2.220 -0.036 -0.0100 0.0199 -0.0371 0.262
C -2.597 -3.269 0.852 -0.0061 0.0344 -0.0064 -0.294
C -2.367 -4.586 0.489 -0.0170 0.0250 -0.0466 -0.205
C -1.883 -4.885 -0.777 -0.0152 0.0472 0.0119 -0.272
C -1.633 -3.844 -1.662 -0.0190 0.0261 -0.0010 -0.176
C -1.847 -2.511 -1.319 -0.0734 -0.0282 -0.0091 -0.140
C -1.566 -1.426 -2.306 0.0168 -0.0737 -0.0449 -0.007
C -2.301 -1.412 -3.496 0.0177 0.0394 0.0537 -0.235
C -2.070 -0.444 -4.462 0.0730 0.0402 0.0516 -0.248
C -1.084 0.511 -4.240 -0.0185 -0.0724 0.0421 -0.234
C -0.349 0.481 -3.061 -0.0341 -0.0097 -0.0481 -0.240
C -0.566 -0.472 -2.055 0.0450 -0.0065 0.0505 -0.440
H -2.633 -0.734 1.317 0.0690 0.0187 0.0359 0.373
H -2.172 -0.200 -0.205 0.0706 -0.0117 -0.0239 0.403
H -2.985 -3.034 1.838 0.0240 -0.0219 -0.0165 0.200
H -2.575 -5.380 1.198 0.0342 0.0222 0.0008 0.201
H -1.686 -5.910 -1.066 -0.0077 0.0217 -0.0067 0.205
H -1.223 -4.055 -2.644 -0.0249 0.0023 0.0074 0.215
H -3.068 -2.164 -3.654 0.0128 0.0071 0.0045 0.199
H -2.652 -0.437 -5.376 0.0062 0.0028 -0.0070 0.195
H -0.883 1.273 -4.987 -0.0097 -0.0171 0.0045 0.195
H 0.438 1.217 -2.914 -0.0617 -0.0501 -0.0256 0.199
C 1.760 3.847 -1.969 -0.0297 -0.0637 -0.0147 -0.640
C 1.975 3.373 -0.554 -0.0318 -0.0579 0.0130 0.242
C 2.613 4.200 0.360 -0.0057 0.0079 0.0516 -0.354
C 2.828 3.699 1.640 -0.0313 -0.0170 -0.0120 -0.153
C 2.411 2.431 1.965 0.0511 -0.0436 -0.0400 -0.341
C 1.750 1.637 0.989 -0.0955 -0.1202 0.0091 0.424
N 1.551 2.145 -0.256 0.0337 0.0318 0.0056 -0.543
N 1.276 0.384 1.205 -0.0107 0.3557 -0.0151 -1.212
Si 1.639 -0.621 2.548 -0.0758 -0.1603 0.1018 1.830
C 3.368 -1.344 2.425 0.1098 -0.0674 -0.0697 -1.141
C 0.362 -1.995 2.610 -0.0311 -0.0417 -0.0215 -1.131
C 1.517 0.171 4.266 0.0206 0.1391 0.0422 -1.132
H 1.328 4.848 -1.988 0.0211 0.0101 0.0101 0.207
H 1.099 3.167 -2.501 -0.0076 0.0202 0.0370 0.228
H 2.714 3.885 -2.500 -0.0010 0.0069 -0.0246 0.213
H 2.928 5.197 0.078 0.0030 -0.0118 -0.0117 0.199
H 3.325 4.310 2.387 0.0119 -0.0120 0.0031 0.197
H 2.586 2.037 2.955 -0.0169 0.0051 -0.0198 0.208
H 3.660 -1.465 1.377 -0.0297 -0.0206 0.0408 0.252
H 3.423 -2.327 2.903 0.0237 0.0674 0.0132 0.227
H 4.100 -0.689 2.907 -0.0085 -0.0264 -0.0476 0.223
H -0.014 -2.273 1.626 0.0100 -0.0384 -0.0192 0.246
H -0.495 -1.685 3.220 0.0414 -0.0153 -0.0690 0.219
H 0.792 -2.893 3.068 -0.0695 0.0475 -0.0215 0.229
H 2.469 0.602 4.594 -0.0911 -0.0082 0.0147 0.219
H 1.237 -0.603 4.989 0.0411 0.0423 -0.0333 0.226
H 0.756 0.957 4.307 0.0390 -0.0701 -0.0093 0.232
C 3.114 -5.393 -0.521 -0.0192 0.0636 -0.0139 -0.227
C 1.825 -4.872 -0.258 0.0564 -0.0629 -0.0113 -0.244
C 1.556 -3.559 -0.514 0.0404 0.1047 0.0364 -0.170
C 2.544 -2.680 -1.036 -0.0309 -0.0552 -0.0512 -0.166
C 2.266 -1.294 -1.244 0.1352 -0.0832 -0.0761 -0.202
C 3.245 -0.530 -1.832 0.0966 -0.0231 0.0746 -0.323
C 4.507 -1.072 -2.185 -0.0747 0.0039 0.0016 -0.205
C 4.798 -2.384 -1.935 -0.0253 0.0293 -0.0028 -0.261
C 3.819 -3.224 -1.349 -0.0147 -0.0211 0.0303 0.021
C 4.078 -4.590 -1.062 -0.0324 0.0296 -0.0198 -0.226
H 3.331 -6.432 -0.304 -0.0067 -0.0063 -0.0032 0.197
H 1.050 -5.519 0.139 0.0153 0.0398 -0.0183 0.208
H 0.562 -3.159 -0.348 0.0652 -0.0179 0.0650 0.222
H 3.074 0.531 -2.000 0.0017 -0.0498 0.0014 0.208
H 5.252 -0.432 -2.647 -0.0065 -0.0075 0.0194 0.195
H 5.768 -2.798 -2.187 -0.0048 0.0014 0.0145 0.193
H 5.063 -4.989 -1.284 -0.0056 0.0026 -0.0002 0.194
```
Forces are in eV/Å.

Computed properties:
- HOMO-LUMO gap (alpha / beta) (eV) = 7.009 / 7.567
- E (a.u.) = -3294.8494
- HOMO energy (alpha / beta) (eV) = -4.034 / -4.621
- ΔE to the lowest compared entry with this formula, charge and spin (kcal/mol) = 0.00
- 2S+1 = 2
- expectation value of S² = 0.757
- net charge = -1
- LUMO level (alpha / beta) (eV) = 2.975 / 2.946